Record 1
ORCA calculation (ωB97M-V/def2-TZVPD) on a molecular structure, C15H20BBeF2N3O7.

Last column: Löwdin charge in e.
Element x y z (Å)
Be  1.070  0.258  0.516  0.176
C  -2.064  3.225  -0.061  0.002
N  -2.229  1.787  0.127  -0.113
C  -3.475  1.223  -0.358  -0.019
C  -1.178  1.052  0.484  -0.348
O  -0.056  1.538  0.698  0.073
C  -1.350  -0.451  0.660  -0.050
O  -0.106  -0.957  1.117  -0.141
C  -0.057  -1.658  2.347  -0.059
C  0.217  -0.714  3.525  -0.429
O  0.145  0.490  3.369  0.086
N  0.564  -1.304  4.691  -0.146
C  0.457  -2.719  4.982  -0.040
C  1.058  -0.488  5.786  -0.026
H  -2.930  3.737  0.356  0.095
H  -1.166  3.549  0.454  0.097
H  -1.979  3.472  -1.121  0.104
H  -4.294  1.887  -0.088  0.096
H  -3.459  1.132  -1.447  0.107
H  -3.674  0.246  0.075  0.086
H  -2.155  -0.674  1.362  0.145
H  -1.570  -0.907  -0.308  0.154
H  -0.986  -2.211  2.495  0.138
H  0.771  -2.360  2.250  0.151
H  0.026  -3.273  4.154  0.079
H  1.439  -3.140  5.214  0.099
H  -0.182  -2.860  5.858  0.095
H  1.192  0.530  5.434  0.089
H  0.361  -0.496  6.627  0.093
H  2.017  -0.886  6.125  0.095
O  1.624  -2.045  -1.535  0.076
C  1.276  -0.921  -1.858  -0.531
O  0.900  0.020  -1.057  -0.046
C  1.202  -0.539  -3.320  -0.099
C  1.703  -1.393  -4.294  0.003
C  1.561  -1.083  -5.639  -0.051
C  0.897  0.070  -6.021  0.000
C  0.396  0.911  -5.038  -0.140
C  0.554  0.629  -3.692  0.065
N  -0.357  2.098  -5.434  -0.353
O  -0.291  2.462  -6.593  0.078
O  -0.992  2.681  -4.569  0.060
H  2.199  -2.300  -3.975  0.122
H  1.948  -1.753  -6.395  0.108
H  0.749  0.320  -7.061  0.118
H  0.187  1.307  -2.938  0.124
F  3.300  -0.642  2.167  0.095
B  2.853  0.205  1.196  -0.433
F  3.882  0.948  0.736  0.117

Cartesian forces (eV/Å) of the 2 atoms listed first:
Be 0.540 0.004 -0.319
C 0.091 0.030 -0.030

Values from the calculation:
* Kohn-Sham gap: 8.25 eV
* LUMO energy: -0.26 eV
* HOMO energy: -8.50 eV

***

Record 2
ORCA calculation (ωB97M-V/def2-TZVPD) on C4H4O in the gas phase at a distorted geometry.

Last column: Löwdin charge in e.
Element x y z (Å)
O  1.115  0.613  0.725  0.015
C  1.026  0.083  -0.366  -0.178
C  -0.328  -0.466  -0.781  -0.188
C  -1.155  -0.474  0.448  -0.129
C  -0.720  0.235  1.377  0.053
H  1.932  0.085  -0.977  0.132
H  -0.338  -1.249  -1.545  0.110
H  -0.884  0.394  -1.168  0.124
H  -0.647  0.780  2.287  0.060

Cartesian forces (eV/Å) of the 2 atoms listed first:
O 0.901 0.008 -0.602
C 0.080 0.396 0.427

Values from the calculation:
* Kohn-Sham gap: 9.77 eV
* LUMO energy: 0.65 eV
* HOMO energy: -9.11 eV

***

Record 3
ORCA calculation (ωB97M-V/def2-TZVPD) on a molecular structure, C17H22ClN2O6PdS2.

Last column: Löwdin charge in e.
Element x y z (Å)
Pd  -0.859  -0.818  0.513  1.029
O  -0.004  -6.378  -0.689  0.150
C  0.890  -5.654  -1.339  -0.493
O  1.693  -6.134  -2.089  0.107
C  0.878  -4.170  -1.106  -0.022
C  1.797  -3.285  -1.655  -0.559
Cl  3.151  -3.564  -2.616  0.877
N  1.497  -2.032  -1.237  -0.047
N  0.420  -2.071  -0.441  0.013
C  0.042  -3.342  -0.343  -0.105
C  -1.124  -3.604  0.563  -0.512
O  -1.504  -4.730  0.810  0.114
O  -1.649  -2.527  1.068  -0.177
C  2.289  -0.847  -1.410  -0.238
C  2.985  -0.358  -0.316  -0.011
C  3.838  0.719  -0.493  -0.067
C  3.982  1.290  -1.753  -0.076
C  3.262  0.799  -2.833  -0.058
C  2.407  -0.282  -2.666  -0.019
H  -0.596  -5.847  -0.102  0.073
H  2.884  -0.842  0.647  0.127
H  4.412  1.093  0.344  0.114
H  4.666  2.117  -1.894  0.114
H  3.377  1.243  -3.812  0.115
H  1.857  -0.693  -3.502  0.127
C  -4.088  -1.237  2.606  -0.222
S  -2.514  -0.526  3.036  0.946
C  -3.062  0.807  4.082  -0.230
O  -2.069  0.248  1.765  -0.668
H  -4.741  -0.463  2.207  0.073
H  -4.509  -1.684  3.508  0.076
H  -3.888  -2.014  1.872  0.051
H  -3.800  1.406  3.551  0.070
H  -2.187  1.401  4.336  0.065
H  -3.488  0.374  4.986  0.073
C  1.603  4.329  0.174  -0.117
C  0.891  3.232  -0.601  -0.367
S  -0.154  2.236  0.476  1.005
O  -0.219  0.905  -0.315  -0.643
C  -1.762  3.015  0.229  -0.378
C  -2.334  2.860  -1.168  -0.107
H  2.323  4.819  -0.480  0.087
H  2.143  3.926  1.031  0.077
H  0.911  5.092  0.531  0.077
H  1.580  2.499  -1.017  0.068
H  0.278  3.628  -1.408  0.089
H  -1.626  4.058  0.529  0.101
H  -2.393  2.533  0.974  0.063
H  -1.742  3.370  -1.927  0.072
H  -3.332  3.296  -1.186  0.089
H  -2.414  1.810  -1.441  0.077

Cartesian forces (eV/Å) of the 2 atoms listed first:
Pd 0.443 0.017 -0.174
O -0.076 0.020 0.062

Values from the calculation:
* Kohn-Sham gap: 9.08 eV
* LUMO energy: -3.34 eV
* charge: +1
* HOMO energy: -12.42 eV

***

Record 4
ORCA calculation (ωB97M-V/def2-TZVPD) on a molecular structure, C31H35GeN4O7ReS2Se2.

Last column: Löwdin charge in e.
Element x y z (Å)
Re  0.941  0.778  0.465  0.841
O  3.800  0.025  7.043  -0.012
C  2.708  -0.374  6.643  -0.744
O  1.813  -1.007  7.212  -0.027
C  2.381  -0.033  5.194  -0.082
C  1.148  0.531  4.859  0.008
C  0.847  0.788  3.555  -0.185
N  1.680  0.531  2.513  -0.100
C  2.895  0.035  2.833  -0.189
C  3.244  -0.262  4.143  0.067
C  3.947  -0.183  1.760  -0.743
O  4.267  -1.349  1.558  0.025
O  4.349  0.877  1.253  -0.063
H  0.422  0.728  5.633  0.122
H  -0.116  1.205  3.298  0.021
H  4.226  -0.674  4.325  0.142
O  3.042  0.500  -2.958  -0.329
S  2.170  -0.198  -2.061  0.204
O  1.851  -1.568  -2.380  -0.344
O  2.592  -0.025  -0.609  -0.536
S  0.392  0.866  -1.830  0.396
C  -5.219  -2.835  -0.306  -0.049
C  -4.255  -1.727  0.006  -0.270
C  -4.067  -0.668  -0.864  -0.016
C  -3.183  0.370  -0.579  -0.307
C  -3.080  1.508  -1.539  -0.089
C  -2.440  0.324  0.599  -0.460
Se  -1.151  1.729  1.010  0.804
C  -2.657  -0.704  1.529  -0.299
C  -2.017  -0.744  2.881  -0.060
C  -3.552  -1.716  1.202  -0.015
H  -5.574  -2.770  -1.333  0.074
H  -6.087  -2.793  0.353  0.082
H  -4.754  -3.810  -0.168  0.078
H  -4.626  -0.635  -1.790  0.113
H  -3.735  1.349  -2.393  0.082
H  -2.068  1.625  -1.911  -0.011
H  -3.359  2.450  -1.067  0.079
H  -0.938  -0.638  2.833  0.030
H  -2.240  -1.687  3.375  0.087
H  -2.394  0.060  3.514  0.095
H  -3.704  -2.519  1.915  0.120
C  0.910  7.058  -1.473  -0.227
Ge  0.805  5.108  -1.671  0.769
C  -1.032  4.672  -2.172  -0.215
C  1.971  4.591  -3.148  -0.216
C  1.207  4.451  0.157  -0.557
Se  2.287  2.883  0.640  0.948
C  3.587  2.934  -0.788  -0.323
H  0.637  7.555  -2.402  0.015
H  1.918  7.367  -1.204  0.017
H  0.232  7.400  -0.694  0.018
H  -1.400  5.422  -2.871  0.020
H  -1.685  4.662  -1.302  0.015
H  -1.082  3.702  -2.654  -0.002
H  1.604  5.106  -4.037  0.023
H  1.941  3.522  -3.338  0.008
H  3.003  4.890  -2.983  0.019
H  0.250  4.317  0.666  -0.023
H  1.719  5.272  0.670  0.009
H  3.164  2.581  -1.726  -0.005
H  4.382  2.277  -0.451  0.023
H  3.920  3.970  -0.856  0.037
N  -1.883  -7.863  -4.926  0.153
C  -1.544  -7.088  -4.152  -0.188
C  -1.120  -6.118  -3.185  -0.234
C  -1.014  -6.479  -1.846  -0.019
C  -0.615  -5.540  -0.913  0.006
C  -0.315  -4.250  -1.329  -0.167
C  -0.397  -3.883  -2.668  0.022
C  -0.813  -4.821  -3.596  -0.003
N  0.091  -3.291  -0.376  0.009
C  0.947  -3.479  0.691  0.004
C  1.133  -2.262  1.251  -0.063
N  0.380  -1.333  0.561  -0.070
C  -0.202  -1.980  -0.421  -0.176
H  -1.253  -7.487  -1.538  0.122
H  -0.556  -5.799  0.133  0.119
H  -0.084  -2.897  -2.977  0.107
H  -0.877  -4.557  -4.642  0.125
H  1.392  -4.430  0.906  0.130
H  1.767  -2.001  2.078  0.108
H  -0.878  -1.542  -1.132  0.120

Cartesian forces (eV/Å) of the 2 atoms listed first:
Re 0.133 -0.550 0.651
O 0.809 0.297 0.180

Values from the calculation:
* Kohn-Sham gap (alpha / beta): 4.97 / 5.54 eV
* LUMO energy (alpha / beta): -0.45 / 0.12 eV
* charge: -1
* spin multiplicity: 2
* HOMO energy (alpha / beta): -5.42 / -5.42 eV

***

Record 5
ORCA calculation (ωB97M-V/def2-TZVPD) on a gas-phase ion, CH3O3S2 (charge -1) at a distorted geometry.

Last column: Löwdin charge in e.
Element x y z (Å)
C  -0.821  -0.099  -0.099  -0.635
O  -3.641  -0.116  -1.224  -0.575
O  -3.348  0.814  1.007  -0.571
O  1.390  1.365  0.364  -0.581
S  -0.168  1.564  -0.273  0.691
S  -3.004  -0.276  0.096  0.590
H  -0.316  -0.633  -0.925  -0.013
H  -0.390  -0.503  0.917  0.039
H  1.528  1.586  1.348  0.056

Cartesian forces (eV/Å) of the 2 atoms listed first:
C 1.000 0.171 0.966
O 0.629 0.125 -0.131

Values from the calculation:
* Kohn-Sham gap: 6.82 eV
* LUMO energy: 3.40 eV
* charge: -1
* HOMO energy: -3.42 eV

***

Record 6
ORCA calculation (ωB97M-V/def2-TZVPD) on C2H2N4O2 in the gas phase at a distorted geometry.

Last column: Löwdin charge in e.
Element x y z (Å)
C  -1.258  -0.315  -0.459  -0.083
C  -0.315  0.545  0.044  -0.294
N  -0.691  -1.538  -0.610  0.013
N  0.502  -1.511  -0.235  0.033
N  0.827  -0.247  0.182  -0.062
N  2.115  0.066  0.558  0.011
O  -0.429  1.838  0.380  0.105
O  2.857  -0.861  0.661  0.043
H  -2.279  -0.132  -0.723  0.103
H  -1.328  2.154  0.203  0.130

Cartesian forces (eV/Å) of the 2 atoms listed first:
C 0.430 0.846 0.319
C -0.499 -0.220 -0.223

Values from the calculation:
* Kohn-Sham gap: 9.05 eV
* LUMO energy: -0.86 eV
* HOMO energy: -9.91 eV

***

Record 7
ORCA calculation (ωB97M-V/def2-TZVPD) on C5H11NO in the gas phase at a distorted geometry.

Last column: Löwdin charge in e.
Element x y z (Å)
C  0.355  0.808  -2.013  -0.069
C  0.217  -0.107  -0.770  -0.426
C  -0.716  0.541  0.304  -0.161
C  -0.479  -0.084  1.661  -0.161
C  0.917  -0.378  2.206  -0.284
O  1.990  -0.033  1.808  0.055
N  -0.290  -1.504  -0.991  0.043
H  -0.341  1.659  -1.889  0.069
H  1.271  1.399  -2.024  0.069
H  0.315  0.294  -2.971  0.067
H  1.281  -0.175  -0.546  0.109
H  -1.738  0.395  -0.039  0.116
H  -0.360  1.570  0.258  0.113
H  -1.242  -0.768  2.034  0.111
H  -0.597  0.700  2.461  0.131
H  0.852  -1.020  3.113  0.120
H  -0.202  -1.808  -1.949  0.058
H  -1.231  -1.489  -0.654  0.041

Cartesian forces (eV/Å) of the 2 atoms listed first:
C -0.890 1.125 0.408
C 0.232 -0.728 -1.152

Values from the calculation:
* Kohn-Sham gap: 9.99 eV
* LUMO energy: 0.96 eV
* HOMO energy: -9.04 eV